[1]
The following is a DFT calculation (wB97M-V/def2-TZVPD) of a structure of composition C54H45Cl2N4O4SW.

Last column: Mulliken charge in e.
Cartesian coordinates (Å):
W 0.1486 0.4604 0.3570  1.0605
Cl -0.0116 -0.8398 2.9725  -0.0716
C 0.8988 0.1660 4.0566  0.7931
C 1.1068 -0.2435 5.3555  -0.8486
C 1.8678 0.5756 6.1795  -0.5672
C 2.4100 1.7571 5.6985  -0.6522
C 2.1909 2.1435 4.3854  0.1104
Cl 2.8759 3.6108 3.8091  -0.1377
C 1.4151 1.3449 3.5352  -0.4229
S 1.1020 1.9301 1.9062  0.3599
H 0.6847 -1.1702 5.7177  0.5611
H 2.0414 0.2859 7.2067  0.4519
H 3.0092 2.3903 6.3380  0.4987
N 2.1014 0.6244 -2.3378  0.4802
C 2.8725 0.2638 -1.2456  0.4295
C 4.2647 0.2780 -1.3650  -1.1389
C 5.0334 -0.1383 -0.3078  -0.5645
C 4.4048 -0.5847 0.8607  -1.1332
C 3.0445 -0.5345 0.9234  -0.3707
N 2.2683 -0.0849 -0.1020  0.2115
C 0.9162 0.0025 -2.7113  0.3245
C 0.6738 -0.2322 -4.0641  -1.1505
C -0.5007 -0.8400 -4.4395  -0.8690
C -1.4149 -1.2200 -3.4559  -1.1650
C -1.1113 -0.9652 -2.1464  -0.1921
N 0.0347 -0.3421 -1.7670  0.3611
H 2.6438 0.9554 -3.1227  0.4597
H 4.7170 0.5867 -2.2982  0.4861
H 6.1124 -0.1427 -0.3879  0.5075
H 4.9736 -0.9442 1.7055  0.5214
H 2.5173 -0.8372 1.8187  0.6134
H 1.4157 0.0546 -4.7975  0.5218
H -0.7025 -1.0328 -5.4850  0.5249
H -2.3508 -1.7003 -3.7026  0.6190
H -1.8009 -1.2308 -1.3563  0.4744
C -4.5131 4.9032 -1.4369  -1.5756
C -4.0086 4.1360 -0.2401  1.0165
C -4.7283 4.4623 1.0477  -1.4549
O -2.6031 4.3880 -0.0926  -0.3191
C -1.8938 3.1985 0.0796  0.3269
C -2.8606 2.0941 -0.3840  -0.4265
O -4.0997 2.7233 -0.5123  -0.2673
C -3.0144 0.8846 0.5756  1.3490
O -1.5965 0.3942 0.7129  0.9298
C -3.7401 -0.2832 -0.0605  -0.5413
C -3.7161 -1.5058 0.6125  0.2430
C -4.3285 -2.6197 0.0633  -0.9922
C -4.9822 -2.5194 -1.1618  -0.5772
C -5.0258 -1.3012 -1.8221  -1.1585
C -4.4048 -0.1815 -1.2770  -0.0155
C -3.5272 1.2278 1.9521  0.1986
C -2.6899 1.6649 2.9769  0.6132
C -3.2204 2.0378 4.2031  -1.0526
C -4.5913 1.9829 4.4141  -0.8366
C -5.4279 1.5448 3.3978  -0.9913
C -4.8997 1.1621 2.1743  -0.0647
C -0.5916 3.3650 -0.7459  2.1974
O 0.0827 1.9391 -0.6063  0.3963
C -0.8193 3.6235 -2.2083  0.1496
C -1.1254 2.6185 -3.1221  0.7575
C -1.4086 2.9289 -4.4433  -0.9762
C -1.3974 4.2509 -4.8664  -0.7916
C -1.0932 5.2577 -3.9614  -1.0082
C -0.8006 4.9477 -2.6423  -0.6467
C 0.4172 4.2794 -0.1156  -0.9148
C 1.6922 4.3373 -0.6844  0.0795
C 2.6563 5.1733 -0.1542  -1.0271
C 2.3462 5.9835 0.9341  -0.6728
C 1.0777 5.9430 1.4916  -1.2109
C 0.1135 5.0856 0.9786  0.0098
H -4.3747 5.9710 -1.2720  0.3623
H -5.5743 4.7081 -1.5838  0.3969
H -3.9636 4.6033 -2.3292  0.3215
H -4.6805 5.5343 1.2340  0.4405
H -4.2740 3.9341 1.8866  0.2307
H -5.7741 4.1678 0.9682  0.3675
H -1.6110 3.0554 1.1279  0.2743
H -2.5535 1.6893 -1.3544  -0.0320
H -3.2385 -1.5713 1.5847  0.4238
H -4.3276 -3.5576 0.6042  0.6004
H -5.4832 -3.3816 -1.5817  0.4850
H -5.5635 -1.2105 -2.7568  0.5518
H -4.4805 0.7672 -1.7914  0.6336
H -1.6175 1.7136 2.8345  -0.3057
H -2.5631 2.3744 4.9943  0.5235
H -5.0055 2.2772 5.3689  0.4568
H -6.4966 1.4967 3.5569  0.5030
H -5.5608 0.8259 1.3862  0.5575
H -1.1496 1.5828 -2.8134  -0.4715
H -1.6446 2.1383 -5.1441  0.5372
H -1.6203 4.4944 -5.8963  0.4566
H -1.0805 6.2906 -4.2815  0.5171
H -0.5695 5.7418 -1.9452  0.5846
H 1.9132 3.7336 -1.5579  0.4713
H 3.6406 5.2201 -0.6007  0.5164
H 3.0917 6.6585 1.3336  0.4851
H 0.8301 6.5864 2.3251  0.4975
H -0.8791 5.0910 1.4073  0.5742
N 0.0823 -1.7653 0.4002  -0.1258
C -0.0242 -2.9118 0.3599  1.0680
C -0.1566 -4.3188 0.3040  -0.3070
C -1.2411 -4.8707 -0.3905  -0.2150
C -1.3675 -6.2441 -0.4406  -0.8407
C -0.4288 -7.0525 0.1934  -0.4003
C 0.6455 -6.4984 0.8822  -0.7356
C 0.7910 -5.1272 0.9445  -0.5966
H -1.9652 -4.2256 -0.8712  0.5094
H -2.1961 -6.6915 -0.9717  0.4563
H -0.5362 -8.1281 0.1508  0.4367
H 1.3660 -7.1400 1.3698  0.4381
H 1.6205 -4.6819 1.4775  0.5205

For the total energy, the calculation gives -108563.2410 eV. As for the spin multiplicity: 1. The charge is +3. As for the highest occupied orbital energy: -15.72 eV.

[2]
The following is a DFT calculation (wB97M-V/def2-TZVPD) of a cluster of 9 separate species, C54H45F9 in total in a non-equilibrium geometry.

Last column: Mulliken charge in e.
Cartesian coordinates (Å):
F -13.1018 12.8344 -3.7201  -0.3670
C -14.3721 13.2919 -3.9480  0.4311
C -14.8892 13.5392 -5.1573  -0.4485
C -16.1691 14.0420 -5.2481  -0.5723
C -16.9863 14.1160 -4.1087  -0.5139
C -16.4104 13.8148 -2.8480  0.0477
C -15.1020 13.5400 -2.7639  -0.5422
H -14.2286 13.5548 -6.0812  0.3504
H -16.4826 14.3955 -6.1954  0.4726
H -18.0102 14.4669 -4.2227  0.4586
H -17.0561 13.7543 -1.9323  0.2670
H -14.5645 13.4575 -1.8481  0.4383
F -17.2173 17.9485 -0.9668  -0.3812
C -18.0519 16.9183 -0.7836  0.3471
C -18.8438 16.5319 -1.9008  -0.6171
C -19.6482 15.4473 -1.7304  -0.4224
C -19.6282 14.6313 -0.5661  -0.4212
C -18.7768 15.0225 0.4671  0.0189
C -18.0987 16.2544 0.3688  -1.0172
H -18.8540 17.1107 -2.8156  0.4956
H -20.2920 15.0734 -2.5249  0.2443
H -20.1645 13.7246 -0.4611  0.6592
H -18.7582 14.5120 1.4025  0.4930
H -17.5145 16.6410 1.1593  0.5687
F -22.8571 7.5009 -5.0959  -0.3702
C -23.1805 8.8086 -4.9337  0.6030
C -23.4818 9.2892 -3.6797  -0.5874
C -23.9029 10.5814 -3.4977  -0.2243
C -24.0652 11.4278 -4.5667  -0.7929
C -23.8571 10.8581 -5.8549  -0.0962
C -23.4170 9.5924 -6.0676  -0.7950
H -23.3633 8.6671 -2.8290  0.4767
H -24.1609 10.8355 -2.4927  0.4709
H -24.4279 12.4666 -4.5264  0.4369
H -24.1359 11.4569 -6.7096  0.3782
H -23.2767 9.1035 -6.9964  0.4995
F -21.5703 11.5617 7.5915  -0.3836
C -22.6298 12.1506 6.9775  0.6095
C -23.6881 11.3478 6.5563  -0.4368
C -24.8044 11.9300 5.9338  -0.5922
C -24.8672 13.3275 5.8441  -0.5769
C -23.8078 14.1334 6.4213  -0.4004
C -22.6669 13.5337 6.9676  -0.3595
H -23.6283 10.2783 6.6597  0.4503
H -25.7003 11.4469 5.7205  0.4906
H -25.7411 13.8350 5.4696  0.4292
H -23.8969 15.2267 6.2614  0.3347
H -21.8741 14.1106 7.4515  0.4501
F -23.5311 15.1496 0.3647  -0.3675
C -22.5083 15.7322 1.0435  0.2384
C -22.0423 17.0502 0.7370  -0.3449
C -21.2291 17.6792 1.6379  -0.4946
C -20.8125 17.0353 2.7789  -0.3365
C -21.1773 15.7264 3.0688  -0.4991
C -22.0665 15.1085 2.2099  -0.2538
H -22.3663 17.6150 -0.1431  0.3946
H -20.7471 18.6200 1.4304  0.4083
H -20.1303 17.6112 3.4417  0.3033
H -20.8121 15.2753 3.9750  0.5281
H -22.4772 14.0794 2.3833  0.4257
F -21.4517 14.3475 -8.6340  -0.3339
C -21.1747 13.6777 -7.5421  0.4236
C -20.6183 12.3820 -7.5233  -0.7371
C -20.4102 11.6624 -6.3992  -0.6983
C -20.6881 12.3090 -5.1730  -0.5182
C -21.1834 13.5921 -5.1614  -0.1614
C -21.5113 14.3646 -6.3264  -0.6678
H -20.4069 12.0201 -8.5274  0.4184
H -19.8523 10.7816 -6.4981  0.6999
H -20.3488 11.7996 -4.2771  0.6701
H -21.5766 13.9757 -4.2051  0.4122
H -21.9484 15.3385 -6.4242  0.4922
F -19.4290 11.5203 0.2877  -0.1552
C -20.3360 11.0015 1.1499  -0.2007
C -21.4885 10.5376 0.6151  -0.1320
C -22.4611 9.9543 1.3862  -0.5577
C -22.3060 9.8583 2.7373  -0.6541
C -21.1783 10.4540 3.3102  -0.3009
C -20.2336 11.0757 2.5267  0.1342
H -21.5748 10.4334 -0.4404  0.6338
H -23.3728 9.6361 0.8808  0.3655
H -23.0582 9.4740 3.4156  0.4207
H -21.0074 10.2842 4.4274  0.2848
H -19.4138 11.6950 2.9280  0.1941
F -17.2694 13.9399 3.2580  -0.3241
C -17.4028 12.8820 4.0878  0.5679
C -18.4639 12.9334 4.9956  -0.4998
C -18.5814 11.8758 5.8488  -0.1736
C -17.7021 10.7886 5.7574  -0.7646
C -16.7221 10.7059 4.8018  -0.3194
C -16.4816 11.7842 3.9769  -0.6835
H -19.0517 13.8526 5.0896  0.3636
H -19.3632 11.9267 6.5811  0.4642
H -17.7861 9.9323 6.4274  0.3601
H -16.1203 9.8337 4.8500  0.4823
H -15.6426 11.8840 3.3339  0.5270
F -19.6476 8.3084 -3.4874  -0.3462
C -18.4349 8.8900 -3.4116  0.5748
C -18.1006 9.4857 -2.2334  -0.4423
C -16.8501 10.1003 -2.1291  -0.3241
C -15.9851 10.0963 -3.2135  -0.6881
C -16.3550 9.4741 -4.4075  -0.4597
C -17.5963 8.8379 -4.5205  -0.6541
H -18.8604 9.4168 -1.4404  0.3609
H -16.5023 10.6451 -1.2663  0.4884
H -15.0856 10.7140 -3.2011  0.4869
H -15.6602 9.4784 -5.2120  0.4345
H -17.9506 8.3394 -5.3930  0.5313

For the total energy, the calculation gives -81182.4786 eV. As for the spin multiplicity: 1. Its SMILES is Fc1ccccc1.Fc1ccccc1.Fc1ccccc1.Fc1ccccc1.Fc1ccccc1.Fc1ccccc1.Fc1ccccc1.Fc1ccccc1.Fc1ccccc1. As for the highest occupied orbital energy: -8.91 eV.

Table of frontier orbital gap (eV), in record order: 6.06, 9.45